C33H57AlNO14 as an isolated structure in a non-equilibrium geometry. Source: OMol25; level of theory: the ωB97M-V functional and the def2-TZVPD basis.

```
106
Properties=species:S:1:pos:R:3
C -3.36 0.26 -1.34
C -2.56 1.61 -1.46
C -1.98 1.63 -2.89
C -1.48 1.62 -0.33
Al 0.22 2.72 -0.66
C 1.73 1.33 -0.95
N 1.62 0.61 -2.28
H -4.25 0.35 -0.71
H -3.68 -0.04 -2.35
H -2.68 -0.52 -1.00
H -3.27 2.43 -1.29
H -1.23 2.40 -3.08
H -2.83 1.85 -3.57
H -1.64 0.62 -3.18
H -1.16 0.60 -0.06
H -1.96 2.04 0.58
H 0.67 3.56 0.65
H 0.17 3.67 -1.95
H 2.73 1.76 -0.83
H 1.55 0.56 -0.17
H 0.73 0.90 -2.68
H 2.34 0.99 -2.88
O -0.39 -2.50 -0.70
C 0.60 -3.07 -1.05
O 0.75 -4.42 -0.96
C 2.09 -4.78 -1.35
C 2.58 -3.64 -2.22
C 1.86 -2.44 -1.60
H 2.70 -4.91 -0.45
H 2.06 -5.73 -1.89
H 3.66 -3.54 -2.24
H 2.23 -3.78 -3.25
H 2.43 -2.00 -0.78
H 1.62 -1.67 -2.34
O 4.14 0.36 0.69
C 4.07 0.55 1.86
O 5.16 0.65 2.68
C 4.72 0.78 4.04
C 3.30 1.30 3.96
C 2.80 0.67 2.66
H 4.78 -0.20 4.52
H 5.38 1.47 4.57
H 2.69 1.05 4.83
H 3.30 2.38 3.86
H 2.39 -0.33 2.82
H 2.08 1.30 2.15
O 4.29 -5.77 -3.11
C 4.28 -6.67 -3.89
O 5.34 -7.00 -4.67
C 4.98 -8.04 -5.58
C 3.78 -8.73 -4.95
C 3.11 -7.57 -4.21
H 4.74 -7.59 -6.55
H 5.82 -8.72 -5.71
H 3.14 -9.23 -5.67
H 4.12 -9.47 -4.23
H 2.41 -7.03 -4.86
H 2.61 -7.90 -3.31
O 2.43 3.22 6.13
C 1.24 3.16 6.24
O 0.44 2.71 5.26
C -0.94 2.86 5.64
C -0.93 2.93 7.15
C 0.41 3.59 7.43
H -1.33 3.77 5.19
H -1.51 2.02 5.26
H -1.78 3.45 7.57
H -0.92 1.91 7.57
H 0.34 4.68 7.43
H 0.86 3.25 8.36
O -0.25 -5.98 5.01
C 0.10 -5.40 4.02
O -0.75 -4.95 3.07
C 0.00 -4.40 1.97
C 1.35 -4.04 2.54
C 1.53 -5.10 3.62
H 0.07 -5.15 1.18
H -0.53 -3.53 1.57
H 2.14 -4.02 1.80
H 1.30 -3.05 3.01
H 1.99 -6.01 3.23
H 2.10 -4.73 4.47
O -6.65 4.35 -8.33
C -5.69 4.10 -7.66
O -4.82 5.04 -7.22
C -3.72 4.41 -6.54
C -4.24 3.05 -6.11
C -5.23 2.72 -7.22
H -2.88 4.33 -7.24
H -3.42 5.02 -5.70
H -3.46 2.31 -5.99
H -4.77 3.14 -5.16
H -4.75 2.23 -8.07
H -6.07 2.13 -6.87
O -3.09 4.84 5.30
C -3.57 5.36 4.33
O -4.75 6.01 4.34
C -5.09 6.42 3.00
C -3.78 6.46 2.25
C -2.99 5.35 2.93
H -5.79 5.69 2.59
H -5.58 7.40 3.04
H -3.89 6.33 1.18
H -3.28 7.42 2.42
H -3.17 4.38 2.48
H -1.92 5.56 2.95
```

Summary:
Gap between HOMO and LUMO, eV: 5.6486
Spin multiplicity: 1
Charge: -1

Löwdin atomic charge list, values in e, 2 entries: C -0.1019; C -0.4717